Record 1
The following is a quantum chemistry calculation of C28H36GeIrN8O2PS as an isolated structure, from OMol25.

XYZ file:
```
78
Properties=species:S:1:pos:R:3:forces:R:3
Ir -0.01240 0.76147 0.18775 0.7 2.7 -4.6
C -6.28186 0.62808 3.96017 0.1 0.0 0.0
C -5.04798 -0.04733 3.42932 0.1 0.0 0.0
C -5.11467 -0.88968 2.32184 0.0 0.0 0.0
C -3.96997 -1.46720 1.80141 0.0 0.0 0.0
C -2.74351 -1.21412 2.39610 0.1 0.0 -0.3
C -2.65961 -0.41336 3.52002 0.2 -0.1 0.0
C -3.80895 0.16861 4.02728 -0.1 0.0 0.0
S -1.30840 -1.87350 1.57833 0.1 -0.2 0.3
O -0.13549 -1.59053 2.37210 -0.4 0.2 0.0
O -1.53868 -3.27107 1.30052 -0.2 0.0 0.0
N -1.24729 -0.99665 0.19268 0.7 0.1 1.4
C -1.36911 -1.60471 -1.04037 -0.5 -0.6 0.3
C -2.12926 -2.74183 -1.30827 0.2 0.6 0.1
C -2.11565 -3.31102 -2.57965 0.2 0.1 -0.5
C -1.36533 -2.76955 -3.59759 -0.2 -0.4 -0.1
C -0.60059 -1.61144 -3.37867 -0.1 0.0 0.3
C 0.22198 -1.03303 -4.36026 0.2 0.6 0.3
C 0.92533 0.10545 -4.02983 -0.2 -0.6 -0.9
C 0.82435 0.64833 -2.76066 -0.3 0.1 1.2
N 0.09365 0.11104 -1.77487 0.0 -0.1 -0.7
C -0.62598 -1.01220 -2.08972 0.1 -0.2 -0.2
H -7.16392 0.33177 3.39473 0.0 0.0 0.0
H -6.17634 1.71186 3.89215 0.0 0.0 0.0
H -6.44413 0.37717 5.00907 0.0 0.0 0.0
H -6.07219 -1.08663 1.85562 0.0 0.0 0.0
H -4.02015 -2.12040 0.94006 -0.1 0.0 0.0
H -1.70479 -0.26099 3.99907 0.1 0.1 0.0
H -3.74084 0.80408 4.90178 0.0 0.0 0.0
H -2.70215 -3.17855 -0.50719 0.0 -0.1 -0.2
H -2.70114 -4.20100 -2.76910 0.0 0.0 0.0
H -1.34686 -3.23395 -4.57516 0.0 0.0 0.0
H 0.27809 -1.46049 -5.35206 0.0 0.0 0.0
H 1.53462 0.60339 -4.77266 0.0 0.0 0.1
H 1.33114 1.56950 -2.50692 0.0 0.0 0.0
C -2.19233 4.12796 -0.53849 0.4 -0.3 0.1
Ge -0.44685 3.82469 -1.41539 -0.1 0.5 -0.8
C -0.85430 3.27252 -3.27403 0.1 0.0 0.3
C 0.53153 5.55002 -1.47129 -0.1 -0.2 0.0
C 0.61211 2.55505 -0.38982 -0.6 -2.4 2.1
H -2.83676 4.73439 -1.17436 0.1 0.0 -0.1
H -2.06014 4.63688 0.41528 0.0 0.0 0.0
H -2.67964 3.17213 -0.34919 0.0 0.0 0.0
H -1.55435 3.98765 -3.70548 0.0 0.0 0.0
H -1.31683 2.28535 -3.28237 0.0 0.0 0.0
H 0.03562 3.24271 -3.90293 0.0 0.0 0.0
H 0.00258 6.27485 -2.09049 0.0 0.0 0.0
H 1.53772 5.43257 -1.87491 0.0 -0.1 0.0
H 0.61658 5.96037 -0.46497 0.0 0.0 0.0
H 1.27580 3.07169 0.31827 -0.3 0.3 0.1
N -0.22207 0.92910 6.58466 0.0 0.0 0.0
C 0.04859 1.29198 5.51604 -0.4 -0.3 0.0
N 0.38894 1.78391 4.36278 0.7 0.7 0.3
C 0.16390 1.54243 3.15133 -0.3 -0.1 -0.4
N 0.02292 1.48228 1.99205 -0.2 -0.3 1.7
C 5.41289 -1.19470 -0.25882 0.3 -0.2 0.2
N 4.26034 -0.65804 -1.09422 0.0 0.0 -0.1
C 3.48879 -1.85601 -1.66469 0.0 -0.2 0.0
N 3.09220 -2.73839 -0.63754 -0.1 -0.3 -0.1
C 4.23924 -3.20365 0.12112 0.0 0.1 0.0
N 4.95353 -2.09259 0.73594 0.2 -0.1 0.1
C 4.14061 -1.44446 1.77746 -0.3 0.1 0.0
P 2.50152 -0.67032 1.17851 0.8 -0.1 -0.1
C 3.37972 0.20681 -0.25163 -0.4 0.1 0.5
C 2.02857 -2.19674 0.21219 -0.1 0.1 0.1
H 5.91274 -0.34158 0.20110 0.0 0.1 -0.1
H 6.09913 -1.70992 -0.93508 -0.1 0.1 -0.1
H 4.61794 -0.10842 -1.87550 0.1 0.0 0.0
H 4.16884 -2.36065 -2.35586 0.0 0.1 0.0
H 2.62597 -1.46951 -2.20463 0.0 0.1 0.0
H 4.92222 -3.73782 -0.54605 0.0 0.0 0.0
H 3.89983 -3.88643 0.89788 0.0 0.0 0.0
H 4.74409 -0.67609 2.26726 0.0 0.0 0.0
H 3.90373 -2.19454 2.53463 0.0 0.0 0.0
H 3.98437 1.01412 0.16912 0.1 -0.1 -0.1
H 2.61440 0.66412 -0.86869 -0.1 -0.1 -0.2
H 1.16710 -1.97744 -0.41117 -0.1 0.0 -0.1
H 1.70732 -2.95783 0.92495 0.0 0.0 0.0
```
Positions in Å, forces in eV/Å.

Kohn-Sham gap (alpha / beta): 0.2246 / 0.2258 Eh
electronic energy: -4597.7433 hartree
2S+1: 1
LUMO energy (alpha / beta): -0.029 / -0.029 hartree

Record 2
The following is a quantum chemistry calculation of a 7-piece molecular cluster, C28H36N4O12 overall, from OMol25.

XYZ file:
```
80
Properties=species:S:1:pos:R:3:forces:R:3
O -14.18892 -26.23540 1.27722 0.3 -0.7 -0.2
C -13.31950 -25.74615 0.28743 -0.7 0.2 -0.2
C -11.87899 -25.20621 0.57429 1.0 0.5 1.8
O -11.66544 -24.38288 1.66929 -0.8 0.5 -0.4
H -13.83030 -24.88373 -0.18850 0.0 0.2 -0.3
H -13.22632 -26.48637 -0.53312 0.3 0.0 -0.2
H -11.50003 -24.65105 -0.31953 -0.8 -0.2 -1.0
H -11.10019 -25.99855 0.59488 -0.4 -0.7 0.1
C -9.59464 -29.47888 1.49250 -0.2 0.8 -0.8
C -8.62924 -28.48439 1.40231 -0.6 -0.6 0.0
C -8.62048 -27.64871 0.28985 1.9 0.6 1.3
C -9.43938 -27.80254 -0.78010 -0.9 -0.4 0.4
C -10.39656 -28.82136 -0.69301 -0.2 0.4 -0.9
C -10.52972 -29.58490 0.44111 0.9 -0.8 1.3
O -11.52676 -30.52551 0.55837 -0.3 0.1 -0.8
O -7.69434 -26.63108 0.23794 -0.1 0.3 -0.7
H -9.66835 -30.13462 2.35067 0.0 0.0 0.1
H -7.90887 -28.34081 2.19772 0.0 0.0 0.0
H -9.36947 -27.02310 -1.52644 -0.2 -0.4 -0.4
H -11.03694 -29.01852 -1.54428 -0.2 0.1 0.2
H -11.34288 -31.10715 1.29836 0.0 0.1 0.2
H -7.08858 -26.62720 0.97919 -0.2 -0.2 0.3
C -13.28981 -20.93703 -1.33293 -0.4 1.1 0.3
C -13.12883 -21.76598 -0.21434 -0.7 -0.2 -1.6
C -13.36830 -21.29544 1.07044 0.9 0.0 -0.4
C -13.67317 -19.94416 1.20226 -1.1 0.7 1.1
C -13.94615 -19.12149 0.12711 0.8 -0.5 -2.2
C -13.67120 -19.60962 -1.16344 0.0 -0.4 1.1
O -13.80883 -18.80763 -2.28280 -0.1 0.1 -0.1
O -13.29784 -22.12704 2.13421 0.5 1.3 0.1
H -13.25819 -21.19613 -2.38536 0.4 -0.8 0.2
H -13.00204 -22.82014 -0.43256 0.3 -0.1 0.5
H -13.87792 -19.51713 2.17935 0.1 -0.4 0.2
H -14.35473 -18.11626 0.10625 0.1 0.1 0.9
H -13.66697 -17.90182 -1.99291 -0.1 0.0 -0.1
H -12.56348 -22.78495 1.98331 0.0 -1.3 -0.2
C -7.66614 -22.52725 -1.10278 0.2 0.1 0.2
C -6.81198 -22.95910 -2.10555 0.1 0.4 -0.7
C -7.25826 -23.77718 -3.14110 0.4 0.0 1.4
C -8.54399 -24.27960 -3.05573 0.4 0.5 -0.6
C -9.38011 -23.88634 -2.02966 -0.5 0.4 -0.8
C -8.97795 -22.95461 -1.05953 -0.5 -1.7 0.5
O -9.74412 -22.70804 0.03279 0.2 0.4 -0.9
O -6.35903 -24.18840 -4.10405 -0.3 0.1 -0.5
H -7.30645 -21.91540 -0.28440 0.1 0.1 -0.1
H -5.79746 -22.57801 -2.13278 0.1 -0.1 0.0
H -8.88811 -24.89843 -3.88144 -0.2 -0.2 0.3
H -10.39184 -24.26395 -2.12205 -0.1 0.1 0.6
H -10.55270 -23.25024 -0.04039 0.0 0.1 0.8
H -6.90012 -24.44623 -4.86042 0.3 -0.1 0.0
C -12.01429 -29.06023 4.49366 -0.5 -0.4 0.0
C -13.07415 -28.79413 3.64514 0.6 1.1 -0.3
C -14.34344 -28.55190 4.13760 -0.7 -1.0 -0.5
C -14.63579 -28.93252 5.44251 0.4 0.4 0.6
C -13.59658 -29.31088 6.28971 0.3 -0.6 -0.3
C -12.28342 -29.37464 5.82273 -0.2 0.7 -0.3
O -11.24166 -29.65504 6.69633 0.1 -0.1 0.3
O -15.33604 -28.15800 3.31847 -0.4 0.1 0.1
H -11.01980 -29.00969 4.06697 0.1 -0.2 0.3
H -12.88962 -28.56721 2.59986 0.1 0.1 0.0
H -15.62624 -28.82462 5.86406 -0.1 0.0 -0.3
H -13.80656 -29.63789 7.30051 0.0 0.2 0.1
H -10.59782 -28.94834 6.58458 0.0 -0.1 0.0
H -14.98102 -27.75280 2.50244 0.4 0.5 0.1
C -16.73964 -24.01795 2.21507 0.2 1.0 0.9
O -17.50755 -23.27245 2.85177 0.1 -0.3 -0.5
N -17.05201 -25.30222 1.89615 0.2 0.0 -0.7
N -15.49481 -23.67558 1.82455 0.3 -0.1 -0.9
H -16.28499 -25.81981 1.47414 -0.1 -0.2 0.4
H -17.91691 -25.68785 2.20990 0.0 -0.2 0.1
H -15.02770 -22.79706 1.97603 -0.7 -0.1 0.6
H -14.87881 -24.36317 1.38210 -0.3 -0.3 0.6
C -16.05912 -29.07064 -0.53212 -0.7 -0.7 -0.6
O -16.53969 -29.97436 -1.24343 0.0 0.8 0.5
N -16.78728 -28.08420 0.08523 0.4 -1.2 -0.4
N -14.75104 -28.96975 -0.28680 0.9 0.0 0.3
H -16.22616 -27.30546 0.41164 -0.6 0.3 -0.1
H -17.75217 -28.10784 -0.18468 -0.1 0.7 0.2
H -14.13179 -29.58808 -0.77406 0.1 0.0 0.2
H -14.42452 -28.29245 0.39770 0.4 0.3 -0.2
```
Positions in Å, forces in eV/Å.

Kohn-Sham gap: 0.1886 Eh
energy above the lowest of the compared OMol25 structures with the same formula, charge and spin: 16.8 kcal/mol
electronic energy: -2210.4962 hartree
2S+1: 1
LUMO energy: 0.143 hartree
total charge: -2

Record 3
The following is a quantum chemistry calculation of C28H37BrCl3N2O3PS2Tl as an isolated structure, from OMol25.

XYZ file:
```
78
Properties=species:S:1:pos:R:3:forces:R:3
C -4.88837 -0.80711 2.21827 -0.2 -0.9 -0.2
C -5.28738 -1.00692 0.69226 -0.9 0.0 0.8
C -5.74862 0.29906 -0.06065 0.7 -0.7 -0.7
C -4.85458 1.58157 0.19362 0.1 1.1 -1.0
C -3.44409 1.51267 -0.45155 1.7 -0.9 0.3
C -2.46074 0.53025 -0.03068 -0.1 1.0 -1.5
C -1.08573 0.41918 -0.60019 -2.0 1.2 0.5
C -0.67085 1.38814 -1.70701 -1.1 0.5 0.8
C -1.58610 2.40529 -2.17559 0.0 -1.3 0.2
C -1.19607 3.42606 -3.30388 -0.4 0.0 1.0
C -0.89000 4.83852 -2.61076 0.6 -0.5 0.2
C -0.18248 4.66164 -1.21810 0.9 0.6 0.0
S -1.42872 4.74123 0.15484 -0.1 -0.7 -0.5
C -2.97130 2.48998 -1.54461 1.0 0.5 0.1
Br -4.12101 3.90235 -2.20148 0.9 -2.1 0.8
S 1.01302 1.18262 -2.41500 -0.6 0.7 2.0
C 1.91116 0.54253 -0.94286 -0.1 -0.6 0.7
C 3.33692 0.87592 -0.84988 0.3 -0.9 1.3
C 4.07498 1.68151 -1.93703 -0.1 0.5 0.5
Cl 4.02710 0.95669 -3.58078 -0.2 0.3 1.3
C 4.73047 2.87382 -1.71216 -0.6 -1.2 -0.4
C 4.74740 3.55191 -0.31174 0.6 0.5 -0.8
Cl 5.55290 3.59510 -3.12927 -0.7 -0.3 1.9
C 4.07656 0.36700 0.33593 -3.4 -1.1 0.9
P 5.91424 0.65267 0.63808 1.6 0.6 -0.3
O 6.01260 1.68093 1.96315 -1.8 -1.8 -0.9
Cl 6.59119 -1.20768 1.34482 -0.9 0.9 -0.1
C 3.32430 -0.41629 1.34793 -1.4 0.6 -1.5
C 1.88778 -0.72547 1.22486 0.6 0.8 -1.5
C 1.09678 -1.56509 2.29171 -0.4 1.1 -0.4
O 1.77334 -1.61609 3.55523 0.6 -0.4 -2.2
O 1.05075 -0.89567 4.48036 -1.3 0.7 1.5
C 1.14396 -0.25440 0.02879 3.4 0.6 1.5
N -0.26935 -0.63154 -0.05719 0.5 2.2 -2.5
C -0.41953 -1.78762 -1.04960 0.1 -1.7 0.2
C -1.02867 -3.09513 -0.40291 0.2 -0.5 -0.5
C -0.00075 -4.32747 -0.48274 -0.9 -0.4 0.1
C 0.22782 -5.05478 0.91525 0.3 -0.5 -0.6
C 1.76001 -5.21694 1.28514 0.0 -0.1 0.2
N 2.06274 -6.56102 1.83341 0.0 1.1 0.6
H -3.84550 -1.22425 2.34750 -1.0 0.7 0.3
H -5.56427 -1.43871 2.86238 0.8 0.7 -0.6
H -4.98994 0.23819 2.60100 0.3 -0.9 -0.4
H -4.47012 -1.57522 0.16782 -0.7 0.8 0.2
H -6.17816 -1.70202 0.68841 1.0 0.7 -0.2
H -6.82716 0.56953 0.12018 1.2 -0.2 0.2
H -5.68282 0.06838 -1.16735 -0.2 0.4 1.1
H -4.75318 1.87749 1.27342 0.0 -0.6 -0.9
H -5.38899 2.44579 -0.30138 0.6 -0.9 0.6
H -2.75820 -0.18584 0.76835 0.4 0.7 -0.7
H -2.03565 3.58595 -4.03177 0.8 -0.4 0.7
H -0.29843 3.06923 -3.87036 -0.8 0.3 0.6
H -0.17121 5.37075 -3.29307 -0.9 -0.3 0.7
H -1.82565 5.43991 -2.46961 0.9 -0.5 -0.4
H 0.44551 3.73098 -1.15696 -0.7 0.9 0.1
H 0.50591 5.54379 -1.05907 -0.7 -0.9 0.0
H -0.85493 4.17611 1.26918 0.2 0.2 -0.8
H 5.74255 3.36971 0.18759 -1.1 0.2 -0.5
H 4.66574 4.66648 -0.43972 0.0 -1.1 0.1
H 3.91475 3.17866 0.34524 0.9 0.3 -0.8
H 5.22520 1.49945 2.52254 0.8 0.4 0.2
H 3.83262 -0.81043 2.26687 -0.4 0.4 -1.0
H 0.84535 -2.57481 1.87413 0.5 0.7 0.6
H 0.12226 -1.02576 2.46807 0.8 -0.7 -0.2
H 1.02900 0.05382 4.23929 0.6 -0.5 -0.2
H -0.98768 -1.46775 -1.97236 0.0 -0.3 1.2
H 0.63136 -2.01108 -1.40935 -1.0 0.2 0.5
H -1.33515 -2.95088 0.66774 0.4 0.3 -1.0
H -1.96504 -3.38271 -0.96444 1.0 0.4 0.6
H -0.48860 -5.07766 -1.17044 0.8 0.8 0.6
H 0.98449 -4.04910 -0.94145 -0.9 0.0 0.4
H -0.36058 -4.54254 1.72044 0.6 -0.4 -0.6
H -0.18864 -6.09149 0.81533 0.3 0.9 0.2
H 2.43194 -5.08379 0.38704 -0.8 0.0 0.9
H 2.03769 -4.44967 2.06637 -0.1 -0.3 -0.8
H 1.53489 -6.70608 2.70594 0.1 -0.1 -0.6
H 3.05139 -6.57766 2.11824 -0.5 -0.3 -0.4
Tl 0.18758 -0.94424 -3.96372 0.1 -0.8 -1.4
```
Positions in Å, forces in eV/Å.

Kohn-Sham gap: 0.0573 Eh
electronic energy: -6687.7883 hartree
2S+1: 1
LUMO energy: -0.505 hartree
total charge: +3

Record 4
The following is a quantum chemistry calculation of C28H37BrLaN5O2Si as an isolated structure, from OMol25.

XYZ file:
```
75
Properties=species:S:1:pos:R:3:forces:R:3
La 13.16612 9.28088 11.36101 -1.2 2.5 0.1
C 12.08158 10.97507 12.94829 -0.4 -0.7 -0.9
Si 10.78243 11.89782 11.93105 1.1 0.1 1.1
C 11.37367 12.28611 10.12846 0.7 0.5 1.0
N 12.32416 11.29888 9.57337 0.0 -1.0 -0.3
C 11.70899 10.61536 8.37378 0.6 0.0 0.3
C 11.59453 11.49653 7.09825 -1.2 -0.7 -1.0
C 12.86009 12.33167 6.81570 0.7 -0.4 0.1
C 13.58145 12.90283 8.06971 1.5 0.3 -0.4
C 13.64052 11.91993 9.25097 -0.6 -0.4 0.4
C 10.43809 13.55138 12.77226 0.3 -0.2 -1.1
C 9.16480 14.06880 12.92924 -0.8 0.4 0.8
C 9.01665 15.43049 13.27886 -2.0 -1.1 -0.1
C 10.07743 16.30816 13.32846 -1.4 0.7 1.1
C 11.31463 15.80441 13.21485 2.9 -1.5 -0.6
C 11.50735 14.42125 12.95876 0.1 1.5 0.1
C 9.30041 10.75586 11.79588 1.3 0.1 -0.5
C 8.13295 11.18180 11.20615 -0.8 1.2 -0.2
C 6.96046 10.44075 11.23384 -0.7 0.2 -0.7
C 6.96380 9.18722 11.83558 1.2 0.5 0.5
C 8.15814 8.77306 12.49274 -1.0 -0.4 -0.5
C 9.35028 9.48127 12.34433 -0.8 -0.5 1.0
H 11.63574 10.65476 13.90812 0.0 0.1 -0.4
H 12.92875 11.59959 13.21741 0.3 0.4 0.0
H 11.91224 13.24816 10.11954 -0.7 0.0 0.1
H 10.50879 12.34467 9.48490 -0.3 0.4 -0.2
H 10.74604 10.20986 8.74983 0.4 0.3 -0.5
H 12.34993 9.74947 8.15424 0.0 0.0 -0.1
H 10.64150 12.11472 7.14118 1.3 -0.5 0.1
H 11.42621 10.80495 6.17400 0.2 1.0 1.7
H 12.64195 13.11622 6.09870 -0.3 0.4 0.2
H 13.60501 11.75206 6.22889 -0.4 -0.2 0.6
H 13.15334 13.87477 8.38042 0.1 -0.5 -0.1
H 14.68156 13.09413 7.80015 -1.6 0.0 0.3
H 14.02589 12.38475 10.19567 -0.3 -0.1 -0.8
H 14.30228 11.06144 9.05026 0.1 0.3 -0.4
H 8.32218 13.33020 12.91978 0.5 1.2 -0.1
H 8.00554 15.77045 13.54800 0.5 0.0 -0.3
H 9.94513 17.33480 13.66776 -0.2 -0.1 -0.4
H 12.20557 16.45794 13.30278 -0.6 -0.5 0.0
H 12.53344 14.09468 12.93295 0.2 -0.3 -0.2
H 8.07990 12.18842 10.75785 0.1 -0.5 0.3
H 6.04752 10.91942 10.79471 0.8 -0.9 0.4
H 6.07354 8.58609 11.81789 -0.2 -0.2 0.4
H 8.09752 7.95304 13.21224 0.2 -0.2 -0.6
H 10.24270 9.06236 12.83359 -0.3 0.5 0.0
O 17.60202 8.15449 16.09961 -1.7 0.3 -2.2
C 16.75651 8.49774 15.04167 0.9 -1.8 1.9
C 16.92316 9.63923 14.25836 1.3 0.6 1.4
C 15.91244 9.99738 13.46022 -1.2 -0.7 -1.6
N 14.79683 9.21329 13.23254 1.0 0.0 0.3
C 14.72874 8.03354 13.82397 1.2 -0.2 1.4
Br 13.13855 6.84211 13.42680 1.4 1.1 0.4
C 15.69818 7.59766 14.76873 -0.9 -0.2 -0.4
H 18.36472 8.73831 16.11446 0.2 0.2 0.1
H 17.78535 10.34533 14.33466 -0.7 -0.9 0.2
H 16.11324 10.87558 12.85420 -0.9 0.1 -0.1
H 15.61578 6.59377 15.25101 0.2 1.2 -0.3
C 17.72746 8.98006 7.41586 1.4 -1.2 -0.5
C 17.54359 8.44916 8.84276 1.2 0.6 -0.6
C 16.24224 8.69344 9.40415 -0.3 -0.6 1.2
N 15.29068 8.77788 10.04805 0.9 0.3 -0.9
H 18.81498 9.02683 7.17758 -0.8 -0.3 0.2
H 17.40500 9.96399 7.35235 -0.7 1.9 -0.2
H 17.23407 8.40292 6.61699 0.1 0.0 0.6
H 18.30171 8.90708 9.53303 -0.7 -0.3 -0.5
H 17.73579 7.38915 8.82295 -0.1 -0.5 0.3
N 12.26218 5.37131 10.05133 1.0 0.0 -0.4
C 11.61785 6.49654 10.27551 -0.7 2.1 -0.1
N 10.31503 6.46847 10.60954 1.2 -1.9 -0.5
O 12.28294 7.61985 10.15872 -2.1 -3.0 -0.3
H 11.87482 4.45284 10.02889 -0.4 -0.3 0.1
H 13.14408 5.51185 9.59257 0.3 -0.3 0.0
H 9.81614 5.57705 10.56800 0.3 0.6 0.1
H 9.77744 7.25993 10.83205 -0.5 1.4 0.3
```
Positions in Å, forces in eV/Å.

Kohn-Sham gap: 0.2507 Eh
energy above the lowest of the compared OMol25 structures with the same formula, charge and spin: 41.8 kcal/mol
electronic energy: -4408.0888 hartree
2S+1: 1
LUMO energy: -0.198 hartree
total charge: +2

The evaluated F_max for the records listed, in turn: 0.1053; 0.0468; 0.0733; 0.0725 Eh/bohr.